No. 1
ORCA calculation (ωB97M-V/def2-TZVPD) on C34H37N10PSTaTe as an isolated structure.

Structure (XYZ):
```
85
Properties=species:S:1:pos:R:3:lowdin_charge:R:1
Ta 0.445 0.608 -0.483 1.3017
C -1.868 -1.364 4.443 0.0128
N -0.904 -1.187 3.350 -0.0923
C 0.284 -1.855 3.240 0.0153
C 0.857 -1.438 2.079 -0.1563
N 0.041 -0.512 1.482 -0.1391
C -1.032 -0.386 2.275 -0.4377
P -2.467 0.687 2.009 1.2199
C -1.491 2.181 1.676 -0.4520
N -0.407 2.219 0.900 -0.1355
C 0.087 3.503 0.982 -0.1532
C -0.705 4.228 1.812 -0.0015
N -1.691 3.383 2.249 -0.0849
C -2.747 3.769 3.194 0.0228
C -2.724 0.229 0.269 -0.4332
N -1.746 0.140 -0.635 -0.1274
C -2.319 -0.322 -1.801 -0.1070
C -3.647 -0.504 -1.586 0.0028
N -3.888 -0.161 -0.280 -0.0893
C -5.211 -0.220 0.353 0.0233
H -1.425 -2.029 5.178 0.1068
H -2.081 -0.409 4.917 0.0959
H -2.786 -1.811 4.069 0.1027
H 0.615 -2.567 3.975 0.1485
H 1.781 -1.760 1.638 0.0819
H 0.975 3.812 0.457 0.1045
H -0.643 5.253 2.138 0.1515
H -3.312 4.602 2.783 0.1112
H -3.414 2.929 3.358 0.0700
H -2.297 4.064 4.139 0.1125
H -1.746 -0.505 -2.695 0.1164
H -4.430 -0.853 -2.239 0.1501
H -5.598 -1.234 0.281 0.1135
H -5.128 0.059 1.399 0.0704
H -5.886 0.465 -0.152 0.1117
N 2.578 -2.862 -2.442 0.1374
C 1.967 -1.714 -2.149 -0.7852
S 0.641 -1.775 -0.998 0.7265
N 2.362 -0.610 -2.706 0.0212
N 1.575 0.460 -2.365 -0.2029
C 1.677 1.504 -3.142 -0.1577
C 2.636 1.624 -4.239 -0.1871
C 3.998 1.427 -3.990 -0.0153
C 4.911 1.594 -5.013 -0.0340
C 4.472 1.902 -6.296 -0.0255
C 3.117 2.063 -6.557 -0.0371
C 2.198 1.947 -5.529 -0.0312
C 0.682 2.555 -2.870 -0.1832
C 0.609 3.738 -3.574 0.0497
C -0.468 4.591 -3.348 0.0318
C -1.431 4.229 -2.425 0.0079
C -1.248 3.068 -1.695 -0.1018
N -0.202 2.253 -1.886 -0.0260
H 2.266 -3.735 -2.056 0.1107
H 3.281 -2.874 -3.165 0.1333
H 4.333 1.159 -2.997 0.1082
H 5.968 1.470 -4.818 0.1217
H 5.190 2.010 -7.098 0.1248
H 2.779 2.282 -7.560 0.1225
H 1.142 2.064 -5.738 0.1247
H 1.373 3.979 -4.298 0.1344
H -0.553 5.517 -3.902 0.1403
H -2.304 4.841 -2.247 0.1315
H -1.956 2.773 -0.935 0.1094
C 4.435 -1.156 6.185 -0.0243
C 4.005 -0.644 4.840 -0.2363
C 4.421 -1.263 3.668 0.0121
C 4.076 -0.780 2.409 -0.3375
C 4.585 -1.487 1.180 -0.0823
C 3.263 0.354 2.363 -0.4930
Te 2.868 1.118 0.429 1.1775
C 2.813 1.008 3.512 -0.3119
C 1.935 2.224 3.450 -0.0654
C 3.196 0.486 4.740 0.0050
H 4.955 -2.109 6.104 0.0856
H 3.581 -1.283 6.850 0.0894
H 5.112 -0.445 6.662 0.0998
H 5.053 -2.142 3.731 0.1301
H 5.032 -2.442 1.447 0.0934
H 5.350 -0.893 0.675 0.0898
H 3.788 -1.680 0.454 0.0374
H 1.006 1.998 2.923 0.0389
H 2.429 3.044 2.922 0.0830
H 1.685 2.576 4.450 0.0919
H 2.868 0.983 5.646 0.1306
```

Values from the calculation:
Net charge: +3
2S+1: 1



No. 2
ORCA calculation (ωB97M-V/def2-TZVPD) on one molecule with the formula C2H3O2P in a non-equilibrium geometry.

Structure (XYZ):
```
8
Properties=species:S:1:pos:R:3:lowdin_charge:R:1
C -0.833 -0.210 -0.478 -0.0591
C -0.445 0.028 0.826 -0.3145
O 0.473 0.977 0.999 -0.3284
P 1.420 0.982 -0.491 0.9299
O 2.065 -0.294 -0.618 -0.3996
H -1.443 -1.056 -0.673 0.0512
H -0.379 0.155 -1.313 -0.0351
H -0.857 -0.582 1.748 0.1556
```

Values from the calculation:
Relative energy (zero: lowest compared OMol25 entry of this formula, charge and spin), eV: 0.992
2S+1: 1
Structure (SMILES): C=COP=O



no.,LUMO energy (eV)
1,-9.82
2,-0.58